No. 1
24
Properties=species:S:1:pos:R:3 method="wB97M-V/def2-TZVPD" spin_multiplicity=1 e_above_lowest_kj_mol=356.5 lumo_energy_ev=0.786 homo_ev=-9.35 mol_weight_g_mol=180.14 smiles="C=C[C@@H](OC)P(=O)(OC)OC" max_force_ev_per_a=4.8
C -1.670 -2.521 1.148
C -1.397 -1.243 1.207
C -0.799 -0.398 0.135
O -1.289 0.900 0.354
C -2.412 1.276 -0.468
P 1.280 -0.153 0.486
O 1.707 -0.246 1.837
O 1.994 -1.267 -0.539
C 1.900 -1.161 -1.933
O 1.680 1.267 -0.110
C 1.898 2.338 0.793
H -2.169 -3.175 1.847
H -1.498 -3.079 0.235
H -1.803 -0.811 2.070
H -0.958 -0.729 -0.865
H -2.943 2.078 -0.004
H -3.166 0.461 -0.834
H -2.025 1.824 -1.479
H 1.889 -0.006 -2.166
H 1.131 -1.696 -2.544
H 2.819 -1.733 -2.235
H 2.593 3.131 0.450
H 2.332 2.048 1.811
H 0.905 2.892 0.806



No. 2
96
Properties=species:S:1:pos:R:3 method="wB97M-V/def2-TZVPD" spin_multiplicity=1 e_above_lowest_kj_mol=411.2 lumo_energy_ev=-0.479 homo_ev=-10.20 mol_weight_g_mol=576.48 max_force_ev_per_a=1.4
O 1.785 2.654 -3.258
H 0.839 2.521 -3.203
H 2.137 2.195 -2.495
O 0.456 -4.204 -4.095
H 0.591 -4.923 -3.477
H -0.165 -3.623 -3.655
O -1.363 3.016 -2.422
H -1.421 2.557 -1.584
H -2.247 3.349 -2.575
O 1.755 -4.600 -1.140
H 2.263 -5.349 -0.830
H 1.603 -4.071 -0.357
O 4.173 -0.732 0.578
H 5.032 -0.367 0.367
H 3.895 -0.254 1.360
O -1.795 -2.114 4.771
H -1.987 -1.369 4.201
H -2.654 -2.463 5.009
O -0.113 -0.372 -0.858
H 0.255 0.471 -0.592
H 0.159 -0.980 -0.171
O -1.157 1.482 -4.635
H -0.936 2.297 -4.183
H -1.551 1.765 -5.460
O 1.769 5.138 0.665
H 2.655 5.456 0.491
H 1.340 5.143 -0.191
O 0.307 5.509 -1.505
H -0.275 4.751 -1.544
H -0.268 6.243 -1.289
O -2.453 -4.528 -0.662
H -3.348 -4.547 -1.001
H -2.528 -4.100 0.190
O -3.725 -2.938 1.287
H -4.591 -2.548 1.406
H -3.696 -3.655 1.920
O 0.604 -1.106 1.916
H 1.325 -1.663 1.624
H 0.883 -0.784 2.774
O -0.705 -6.582 -0.903
H -1.016 -5.719 -0.630
H -1.484 -7.138 -0.878
O 2.483 -2.949 0.949
H 2.974 -3.545 1.516
H 3.147 -2.363 0.586
O 1.362 -1.644 4.634
H 0.883 -2.245 4.064
H 0.681 -1.168 5.109
O -1.344 3.787 2.760
H -2.294 3.850 2.852
H -0.998 4.294 3.495
O 0.382 1.698 3.499
H -0.350 1.774 2.887
H 0.770 2.572 3.519
O -2.579 -0.911 -3.521
H -3.185 -0.184 -3.668
H -1.716 -0.549 -3.721
O 1.851 -0.840 -3.660
H 1.909 -1.660 -4.149
H 1.068 -0.938 -3.119
O 1.739 3.967 3.156
H 2.627 4.223 2.909
H 1.189 4.284 2.440
O -4.503 2.980 0.369
H -3.699 2.606 0.011
H -5.086 2.229 0.485
O 3.567 4.420 -1.581
H 2.962 3.733 -1.859
H 3.253 5.209 -2.023
O -3.212 1.805 3.225
H -3.036 0.914 2.921
H -4.146 1.934 3.063
O -2.996 1.181 -0.726
H -3.437 0.358 -0.935
H -2.067 0.953 -0.689
O 0.568 -4.233 2.874
H 0.745 -3.892 1.997
H 1.434 -4.356 3.263
O -0.435 2.567 0.245
H -1.012 3.009 0.868
H 0.445 2.857 0.486
O -2.638 -4.624 -3.551
H -2.222 -4.405 -2.718
H -2.750 -5.575 -3.521
O 4.264 0.332 -3.414
H 3.395 -0.069 -3.405
H 4.610 0.135 -4.285
O 2.404 1.275 -0.848
H 2.505 1.557 0.061
H 3.106 0.637 -0.980
O -1.944 -0.794 2.367
H -1.083 -1.107 2.091
H -2.509 -0.947 1.609
O 2.785 1.283 1.984
H 3.608 1.564 2.385
H 2.180 1.191 2.720



No. 3
99
Properties=species:S:1:pos:R:3 method="wB97M-V/def2-TZVPD" spin_multiplicity=1 lumo_energy_ev=1.984 homo_ev=-4.22 mol_weight_g_mol=758.39 charge=-1 max_force_ev_per_a=5.0
C -0.794 1.237 3.735
C 0.426 0.569 3.053
O 1.588 1.281 3.571
C 0.508 0.700 1.497
C -0.497 -0.147 0.651
C -0.436 -1.729 0.752
F -1.718 -2.215 0.773
F 0.120 -2.166 1.934
C 0.288 -2.510 -0.417
F 0.980 -3.569 0.138
F -0.623 -3.109 -1.232
F 1.204 -1.802 -1.105
O -1.835 0.113 1.074
B -2.458 1.331 0.501
N -2.491 2.582 1.384
C -3.994 1.180 -0.074
O -5.023 1.822 0.731
C -6.286 1.497 0.155
O -7.034 0.656 1.027
C -7.015 -0.713 0.644
C -6.848 -1.573 1.953
O -8.109 -1.997 2.498
O -1.401 1.700 -0.508
C -0.598 0.598 -0.799
P -1.556 -0.207 -2.231
O -2.131 0.899 -3.063
O -0.600 -1.125 -3.251
O -2.834 -1.155 -1.746
P 0.898 1.454 -1.561
O 0.942 2.899 -1.122
O 0.839 1.504 -3.223
O 2.380 0.791 -1.188
H -0.935 2.301 3.454
H -0.650 1.137 4.842
H -1.729 0.666 3.513
H 0.515 -0.463 3.458
H 2.342 0.669 3.606
H 1.541 0.352 1.214
H 0.461 1.791 1.260
H -2.878 3.388 0.902
H -2.922 2.429 2.291
H -3.998 1.559 -1.132
H -4.235 0.080 -0.065
H -6.082 1.013 -0.832
H -6.808 2.465 -0.055
H -7.957 -1.041 0.125
H -6.172 -0.988 -0.030
H -6.403 -0.886 2.710
H -6.182 -2.453 1.781
H -8.541 -2.610 1.882
H -1.155 -1.841 -3.613
H -3.065 -1.784 -2.451
H 1.777 1.503 -3.509
H 2.680 0.223 -1.927
C -6.354 -1.758 -4.499
C -6.611 -0.302 -4.154
O -5.880 0.076 -2.998
H -6.636 -2.403 -3.664
H -6.920 -2.058 -5.384
H -5.290 -1.926 -4.691
H -7.669 -0.141 -3.943
H -6.321 0.349 -4.986
H -4.940 -0.054 -3.186
C 4.845 1.565 -6.265
C 3.631 0.832 -5.732
O 3.408 1.164 -4.362
H 5.732 1.312 -5.681
H 5.027 1.309 -7.311
H 4.708 2.647 -6.188
H 3.778 -0.247 -5.789
H 2.737 1.089 -6.307
H 3.272 2.121 -4.315
C 3.509 -4.091 3.345
C 2.847 -2.752 3.086
O 2.964 -1.914 4.233
H 3.050 -4.586 4.204
H 3.422 -4.746 2.475
H 4.567 -3.957 3.580
H 1.788 -2.885 2.875
H 3.309 -2.246 2.231
H 3.907 -1.794 4.406
C 3.809 4.748 -1.285
C 5.146 4.041 -1.392
O 5.255 3.026 -0.400
H 3.690 5.193 -0.296
H 3.721 5.533 -2.040
H 2.992 4.034 -1.417
H 5.969 4.742 -1.239
H 5.264 3.583 -2.382
H 4.531 2.402 -0.542
C 7.752 -1.602 5.836
C 6.577 -2.438 5.367
O 6.191 -2.067 4.045
H 7.496 -0.541 5.817
H 8.046 -1.875 6.851
H 8.611 -1.737 5.173
H 5.715 -2.285 6.018
H 6.831 -3.503 5.376
H 6.949 -2.213 3.468



No. 4
129
Properties=species:S:1:pos:R:3 method="wB97M-V/def2-TZVPD" spin_multiplicity=4 e_above_lowest_kj_mol=57.5 lumo_energy_ev="-0.031 / -0.870" homo_ev="-7.42 / -7.82" mol_weight_g_mol=1129.97 max_force_ev_per_a=0.7
Tc -0.191 0.882 0.925
C -3.135 2.113 0.376
O -2.313 1.321 1.247
C -2.663 1.273 2.600
C -3.958 1.444 3.042
C -4.223 1.325 4.401
C -3.190 1.040 5.281
C -1.892 0.882 4.827
C -1.606 1.005 3.472
N -0.336 0.859 2.908
N 0.614 0.592 3.815
C 1.851 0.505 3.505
C 2.461 0.845 2.142
O 1.697 0.517 1.063
C 3.813 0.221 1.926
C 4.548 -0.255 2.922
C 4.095 -0.219 4.312
C 4.954 -0.583 5.347
C 4.523 -0.566 6.661
C 3.215 -0.193 6.949
C 2.351 0.162 5.929
C 2.780 0.158 4.604
H -3.276 3.102 0.812
H -4.089 1.613 0.221
H -2.601 2.186 -0.566
H -4.757 1.656 2.348
H -5.233 1.454 4.760
H -3.394 0.941 6.338
H -1.084 0.652 5.505
H 4.134 0.200 0.894
H 5.521 -0.687 2.722
H 5.967 -0.878 5.108
H 5.200 -0.842 7.457
H 2.869 -0.176 7.973
H 1.332 0.449 6.145
C -1.624 7.185 -2.965
C -0.332 6.525 -3.460
C 0.869 7.378 -3.034
C -0.372 6.475 -4.986
C -0.205 5.137 -2.842
C -0.195 4.991 -1.461
C -0.113 3.723 -0.932
Br -0.141 3.589 0.972
C -0.031 2.527 -1.662
O -0.125 1.343 -1.055
C 0.083 2.691 -3.066
C -0.058 3.977 -3.589
C 0.311 1.563 -4.081
C 1.057 2.098 -5.313
C 1.157 0.422 -3.527
C -1.052 1.014 -4.521
H -1.733 8.177 -3.404
H -1.628 7.300 -1.881
H -2.494 6.590 -3.243
H 0.798 8.375 -3.468
H 1.803 6.924 -3.367
H 0.919 7.489 -1.951
H -0.484 7.486 -5.378
H -1.211 5.882 -5.350
H 0.547 6.060 -5.401
H -0.261 5.842 -0.799
H -0.028 4.069 -4.662
H 1.946 2.660 -5.023
H 0.439 2.735 -5.945
H 1.374 1.254 -5.925
H 2.111 0.781 -3.134
H 1.358 -0.292 -4.328
H 0.645 -0.095 -2.736
H -1.671 1.801 -4.953
H -1.584 0.580 -3.675
H -0.920 0.228 -5.266
N 4.464 5.757 4.599
C 3.729 4.981 4.173
N 2.812 4.152 3.733
C 2.813 3.186 2.977
N 2.670 2.325 2.172
C 1.234 -7.714 1.521
C 1.003 -6.319 1.012
C 2.054 -5.434 0.833
C 1.847 -4.138 0.371
C 3.053 -3.246 0.219
C 0.545 -3.714 0.070
As 0.406 -1.908 -0.681
N -0.557 -1.038 0.711
C -0.784 -1.758 1.917
C 0.273 -2.263 2.671
C 0.030 -2.938 3.854
C -1.272 -3.116 4.304
C -2.328 -2.611 3.562
C -2.086 -1.937 2.374
C -0.880 -2.326 -2.133
C -0.333 -3.190 -3.091
C 1.054 -3.768 -2.971
C -1.073 -3.539 -4.219
C -2.346 -3.044 -4.439
C -3.141 -3.425 -5.656
C -2.858 -2.161 -3.500
C -2.151 -1.786 -2.365
C -2.792 -0.773 -1.467
C -0.529 -4.587 0.263
C -1.963 -4.211 0.013
C -0.279 -5.873 0.726
H 2.295 -7.909 1.667
H 0.847 -8.455 0.822
H 0.728 -7.869 2.474
H 3.063 -5.753 1.068
H 3.903 -3.676 0.749
H 2.886 -2.241 0.610
H 3.336 -3.131 -0.830
H 1.288 -2.109 2.331
H 0.862 -3.321 4.429
H -1.460 -3.643 5.230
H -3.346 -2.736 3.907
H -2.908 -1.540 1.794
H 1.783 -3.019 -2.644
H 1.385 -4.143 -3.939
H 1.091 -4.592 -2.255
H -0.630 -4.212 -4.944
H -2.572 -4.086 -6.306
H -3.420 -2.542 -6.232
H -4.062 -3.937 -5.378
H -3.843 -1.736 -3.659
H -3.790 -0.532 -1.836
H -2.194 0.135 -1.460
H -2.868 -1.110 -0.437
H -2.121 -3.136 0.046
H -2.598 -4.669 0.771
H -2.291 -4.562 -0.968
H -1.119 -6.541 0.883



No. 5
90
Properties=species:S:1:pos:R:3 method="wB97M-V/def2-TZVPD" spin_multiplicity=5 lumo_energy_ev="-13.177 / -13.990" homo_ev="-18.92 / -18.72" mol_weight_g_mol=802.83 charge=+4 max_force_ev_per_a=4.1
C -0.135 7.022 -4.235
C -0.338 5.645 -4.480
C -0.619 5.270 -5.813
C -0.702 6.259 -6.809
N -0.517 7.550 -6.542
C -0.237 7.937 -5.299
C -0.256 4.661 -3.420
C -0.179 3.803 -2.549
C -0.014 2.806 -1.536
C 1.114 2.860 -0.687
C 1.301 1.934 0.336
C 0.345 0.908 0.534
C -0.754 0.790 -0.346
C -0.934 1.747 -1.346
Os 0.469 -0.276 2.153
P 2.270 -1.340 1.204
H -0.772 4.230 -6.093
H 0.104 7.397 -3.243
H -0.925 5.989 -7.849
H -0.088 9.011 -5.132
H -1.801 1.677 -2.004
H 1.852 3.653 -0.828
H -1.442 -0.050 -0.207
H 2.165 2.011 1.002
C 2.725 -3.020 1.801
C 3.675 -3.849 0.934
H 1.773 -3.560 1.934
H 3.146 -2.884 2.812
H 3.924 -4.767 1.480
H 3.210 -4.145 -0.011
H 4.615 -3.327 0.724
C 2.149 -1.548 -0.625
C 3.229 -0.917 -1.493
H 1.170 -1.121 -0.890
H 2.080 -2.625 -0.821
H 2.990 -1.127 -2.544
H 3.270 0.174 -1.383
H 4.230 -1.327 -1.305
C 3.732 -0.292 1.581
C 5.136 -0.902 1.540
H 3.532 0.111 2.588
H 3.672 0.551 0.879
H 5.845 -0.091 1.750
H 5.291 -1.676 2.302
H 5.404 -1.315 0.560
Br 1.149 -1.449 4.298
P -2.081 -3.890 -2.118
C -0.232 -3.993 -2.020
C 0.233 -5.440 -2.202
H 0.089 -3.592 -1.046
H 0.180 -3.348 -2.811
H 1.301 -5.470 -2.448
H 0.079 -6.022 -1.285
H -0.314 -5.929 -3.019
C -2.536 -3.656 -0.340
C -3.950 -4.165 -0.038
H -2.433 -2.593 -0.073
H -1.794 -4.232 0.231
H -4.067 -4.298 1.042
H -4.713 -3.454 -0.372
H -4.138 -5.130 -0.522
C -2.316 -2.183 -2.796
C -2.554 -2.223 -4.308
H -1.443 -1.562 -2.542
H -3.198 -1.774 -2.279
H -2.985 -1.274 -4.642
H -1.620 -2.383 -4.856
H -3.254 -3.023 -4.575
C -3.785 1.345 2.311
C -2.461 1.953 2.778
P -1.233 0.663 3.287
C 0.277 1.742 3.470
C 0.260 2.401 4.858
C -2.016 -0.175 4.744
C -1.475 0.074 6.145
H -3.754 1.130 1.238
H -4.605 2.051 2.485
H -4.015 0.411 2.835
H -1.989 2.550 1.980
H -2.598 2.631 3.639
H 1.222 1.109 3.331
H 0.240 2.514 2.694
H 0.449 1.691 5.670
H 1.056 3.161 4.884
H -0.704 2.911 5.023
H -3.100 0.018 4.675
H -1.850 -1.238 4.503
H -1.779 1.037 6.564
H -1.864 -0.708 6.806
H -0.388 -0.022 6.177



No. 6
13
Properties=species:S:1:pos:R:3 method="wB97M-V/def2-TZVPD" spin_multiplicity=1 e_above_lowest_kj_mol=249.6 lumo_energy_ev=4.207 homo_ev=-2.11 mol_weight_g_mol=74.10 charge=-1 max_force_ev_per_a=5.6
C 2.233 -0.590 1.937
O 1.517 0.186 0.953
H 2.747 -1.320 1.297
H 2.818 -0.001 2.673
H 1.604 -1.271 2.544
C -1.129 0.713 -0.137
C -1.229 -0.476 -1.998
N -1.943 0.330 -1.288
H -0.113 0.530 -0.061
H -1.571 0.106 0.677
H -1.292 1.918 0.126
H -1.657 -0.561 -2.993
H -0.320 -1.076 -1.689